An isolated molecule of C24H22OS2 at a distorted geometry, computed with wB97M-V/def2-TZVPD.

Structure (XYZ):
```
49
C24H22OS2 wB97M-V/def2-TZVPD
C -4.11082 1.56952 2.45813
C -2.79526 2.21600 2.09692
O -1.77472 1.16884 2.05853
C -0.51026 1.62064 2.19343
S -0.06033 3.20611 2.07287
S 0.66091 0.48075 2.71913
C 1.33845 -0.18048 1.17510
C 0.19320 -0.50801 0.27788
C -0.03157 -0.11344 -1.00845
C 0.76358 0.91227 -1.74352
C 0.98253 0.79541 -3.13343
C 1.69450 1.76128 -3.84081
C 2.23590 2.86253 -3.16172
C 2.02328 2.99584 -1.78448
C 1.26973 2.04602 -1.09297
C -1.17349 -0.74479 -1.75167
C -1.98692 0.01999 -2.61828
C -3.07336 -0.55399 -3.28262
C -3.34611 -1.92049 -3.13226
C -2.51525 -2.70552 -2.32101
C -1.46964 -2.11281 -1.60122
C 2.21512 -1.31779 1.74176
C 1.62868 -2.50511 2.16930
C 2.35206 -3.39348 2.97572
C 3.67444 -3.11272 3.33252
C 4.26501 -1.91820 2.89822
C 3.54561 -1.03365 2.09572
H -4.85591 2.35028 2.64788
H -4.49173 0.93812 1.64874
H -4.03830 0.97655 3.37808
H -2.83717 2.71208 1.11559
H -2.54141 2.96634 2.86183
H 1.96286 0.59957 0.72901
H -0.59286 -1.09801 0.76397
H 0.58099 -0.06419 -3.66956
H 1.81124 1.67049 -4.92361
H 2.82674 3.60661 -3.70471
H 2.42090 3.85786 -1.24614
H 0.99595 2.22160 -0.04680
H -1.77487 1.08406 -2.74996
H -3.71185 0.06655 -3.91565
H -4.17907 -2.37598 -3.67160
H -2.69040 -3.78008 -2.23181
H -0.84431 -2.71339 -0.93715
H 0.59274 -2.70035 1.89921
H 1.86169 -4.29373 3.34126
H 4.23945 -3.80725 3.95128
H 5.27906 -1.65769 3.20410
H 3.99102 -0.09415 1.76323
```

Properties
Kohn-Sham gap in eV: 7.88
Calculated total energy in a.u.: -1799.3161
SMILES: CCOC(=S)S[C@H](C=C(c1ccccc1)c1ccccc1)c1ccccc1
Energy relative to the best compared isomer or geometry (same formula, charge and spin) in kcal/mol: 12.3
HOMO in eV: -8.06